# 1
{"formula": "C33H50BCl2I2NO9P", "method": "ωB97M-V/def2-TZVPD", "total_charge": 1, "homo_lumo_gap_ha": 0.2066, "lumo_energy_ha": -0.1918, "elements": ["C", "C", "C", "C", "C", "O", "C", "C", "O", "C", "I", "C", "C", "C", "C", "C", "C", "C", "C", "C", "C", "C", "C", "C", "Cl", "P", "O", "Cl", "C", "O", "C", "C", "C", "B", "O", "C", "C", "N", "I", "H", "H", "H", "H", "H", "H", "H", "H", "H", "H", "H", "H", "H", "H", "H", "H", "H", "H", "H", "H", "H", "H", "H", "H", "H", "H", "H", "H", "H", "H", "H", "H", "H", "H", "H", "H", "H", "H", "H", "H", "H", "H", "H", "H", "H", "H", "C", "C", "C", "O", "C", "C", "C", "O", "O", "O", "H", "H", "H", "H"], "xyz": [[-4.44010, -3.07436, 0.28724], [-3.05726, -2.88231, 0.58947], [-1.45729, -2.52019, 0.88776], [-1.06336, -3.82792, 1.86722], [-1.90056, -3.80958, 3.31049], [-0.98012, -3.75311, 4.49617], [-1.88138, -3.44747, 5.65616], [-2.01638, -1.86677, 6.18554], [-2.54742, -4.45766, 6.27743], [-1.23481, -1.13197, 1.73049], [0.64258, -1.13153, 2.94542], [-1.37632, 0.26555, 0.81159], [0.10871, 1.00433, 1.04283], [0.26902, 2.29410, 1.82748], [-2.60170, 1.07924, 1.60549], [-3.01129, 2.52373, 1.02635], [-4.06677, 3.19810, 2.13871], [-3.11656, 4.19924, 3.08158], [-3.50102, 4.15131, 4.67565], [-2.12309, 4.62252, 5.49797], [-1.05005, 3.37346, 5.70106], [0.51474, 3.86574, 5.38743], [1.60897, 2.62335, 5.52744], [-1.69680, -0.02677, -0.76584], [-3.54795, -0.07621, -1.15910], [-1.13178, 1.38013, -1.99275], [-0.81758, 2.89468, -1.25190], [-2.77964, 1.88304, -3.32024], [-0.88631, -1.37678, -1.36296], [0.40014, -0.75060, -1.68364], [1.20739, -1.25035, -2.72023], [2.81088, -1.07703, -2.27273], [3.36133, 0.32424, -3.00084], [-1.80085, -1.86728, -2.63756], [-2.88718, -2.91430, -2.57543], [-1.73137, -1.24959, -4.19879], [-1.09472, -2.42697, -5.20303], [-0.58058, -2.42767, -0.32752], [-0.07828, -4.29774, -1.16755], [-5.62034, -3.16483, 0.13247], [-1.46187, -4.85315, 1.39514], [0.08689, -3.97333, 1.99243], [-2.46534, -4.85195, 3.47868], [-2.75654, -3.01679, 3.35242], [-2.84426, -1.82826, 7.01210], [-2.27894, -1.23114, 5.23011], [-0.93942, -1.57863, 6.57388], [-2.07548, -1.12851, 2.57847], [1.10305, 0.62950, 0.51173], [-0.24652, 2.37532, 2.89744], [0.85440, 3.20320, 1.37855], [-3.52083, 0.32892, 1.65167], [-2.20549, 1.21256, 2.71759], [-2.15682, 3.32414, 0.92554], [-3.63258, 2.51518, 0.00709], [-4.93683, 3.79475, 1.63227], [-4.44638, 2.35635, 2.89285], [-1.97386, 3.96050, 2.99825], [-3.26592, 5.29943, 2.67709], [-3.70677, 3.05034, 5.01341], [-4.36144, 4.90815, 4.91165], [-1.51720, 5.45605, 4.89555], [-2.37438, 5.11844, 6.54460], [-1.25519, 2.48542, 4.93638], [-1.10147, 2.96996, 6.81939], [0.88848, 4.69956, 6.12318], [0.57080, 4.30287, 4.27864], [1.09905, 1.68720, 6.01349], [2.04360, 2.27616, 4.47989], [2.52096, 2.94309, 6.22830], [0.18595, 2.99525, -1.18134], [1.11088, -2.33296, -3.11714], [1.10281, -0.54229, -3.67756], [3.45459, -2.00983, -2.57785], [2.78951, -0.84583, -1.12621], [4.32210, 0.75030, -2.48800], [3.52428, 0.19455, -4.15780], [2.51909, 1.15867, -2.88461], [-2.55850, -3.72321, -3.06727], [-0.99931, -0.34248, -4.29752], [-2.80935, -0.96350, -4.58851], [-1.47472, -3.50270, -4.94442], [0.09395, -2.47200, -5.10936], [-1.29094, -2.17247, -6.35265], [0.36989, -2.15999, 0.08118], [6.11297, -2.46339, -7.31743], [5.93416, -1.92219, -6.11084], [6.30960, -0.50798, -5.83394], [6.11588, -0.03274, -4.72055], [6.91231, 0.27162, -6.92643], [7.09422, -0.27083, -8.13196], [6.69338, -1.67607, -8.41613], [6.85627, -2.14108, -9.53924], [7.66259, 0.45531, -9.16244], [5.39163, -2.65682, -5.07252], [5.84252, -3.48937, -7.53315], [7.19697, 1.29260, -6.70665], [7.68506, -0.15593, -9.93080], [5.36363, -2.04371, -4.30597]], "atomic_forces_ev_per_a": [[9.8, 1.7, 2.5], [-9.1, -0.3, -2.5], [-2.7, -1.6, 2.8], [-0.7, -1.3, 0.2], [-0.6, -1.6, 0.2], [-3.3, 1.5, 1.0], [-3.0, -4.7, 3.3], [0.7, -1.5, -1.1], [4.7, 6.8, -4.5], [-2.2, -0.3, 0.0], [-0.9, -0.6, -0.6], [1.0, -0.4, 2.5], [0.3, 4.5, 0.8], [-1.1, -3.5, -1.6], [0.8, -0.2, -0.2], [-2.0, 1.1, 0.2], [1.8, -0.1, 1.0], [-1.0, 0.4, 0.2], [1.7, 0.7, -0.1], [0.5, 0.2, 0.0], [0.8, 0.5, 0.0], [0.3, -0.4, -0.2], [0.1, -0.1, 0.1], [-0.7, 0.2, 1.3], [1.6, -1.1, 1.0], [1.6, 2.1, -1.8], [0.4, -1.7, -0.2], [1.0, 0.1, 1.5], [-0.2, 2.8, -0.9], [-1.6, -2.2, 1.1], [3.5, 0.3, -3.1], [-0.8, 1.6, -0.5], [-0.6, 0.2, 0.2], [-2.9, -1.4, -2.7], [3.6, 0.7, 0.2], [1.1, -0.1, -0.4], [0.8, 0.1, -0.4], [1.1, 0.0, 1.1], [0.0, -0.1, -0.2], [3.4, 0.1, 0.4], [0.9, 2.6, 0.6], [-2.1, 0.6, 0.1], [1.3, 2.3, -0.9], [1.8, -1.1, -0.2], [1.8, -0.1, -1.7], [0.5, -1.1, 2.0], [-2.3, -0.4, -0.7], [1.9, 0.0, -2.1], [-2.7, 1.1, 0.2], [0.5, 0.4, -2.9], [-0.3, -2.3, 1.5], [1.8, 1.7, -0.2], [-0.8, -0.2, -2.3], [-1.4, -2.1, 0.0], [1.7, -0.4, 2.1], [1.7, -1.3, 1.1], [0.4, 1.8, -1.9], [-2.2, 0.2, 0.0], [0.4, -2.1, 0.9], [0.0, 2.1, -0.6], [1.5, -1.8, -0.4], [-1.6, -1.7, 1.1], [0.5, -1.2, -2.2], [0.2, 1.7, 1.7], [0.1, 0.7, -2.5], [-1.1, -1.5, -1.4], [-0.2, -0.9, 2.4], [0.9, 1.8, -0.8], [-0.9, 0.8, 2.2], [-2.0, -0.7, -1.7], [-1.9, -0.4, -0.3], [-0.6, 1.7, 1.2], [-0.1, -1.5, 2.0], [-1.3, 1.8, 0.8], [0.3, -0.9, -2.0], [-1.7, -1.0, -1.1], [-0.2, 0.1, 2.4], [1.7, -1.8, -0.1], [-0.8, 1.4, 0.6], [-1.6, -1.5, 0.1], [2.2, -0.6, 1.0], [0.5, 2.0, -0.7], [-2.6, 0.2, -0.1], [0.2, -0.6, 2.7], [-1.2, 0.0, -0.5], [0.0, 0.0, -0.2], [-0.6, -1.3, 0.8], [0.3, 0.9, 0.3], [0.0, -0.6, -0.5], [-0.2, -0.1, 0.5], [0.9, 1.5, -1.2], [-0.1, -0.9, -0.8], [0.0, 0.6, 0.9], [-0.9, -1.7, 1.0], [0.6, 1.5, -0.7], [0.0, 0.1, 0.0], [0.0, -0.1, 0.0], [0.0, 0.3, 0.3], [0.1, -0.2, -0.4]], "mulliken_charge": [-1.274, -0.528, 1.977, -1.133, -0.602, -0.288, 0.546, -0.426, -0.533, -2.416, 0.138, 3.775, -0.501, -0.761, -1.639, -0.208, -0.607, -0.111, -0.612, -0.807, -0.171, -0.472, -0.654, -1.209, 0.041, 0.286, -0.392, -0.243, -0.122, 0.207, -0.424, -0.231, -0.925, 0.462, -0.472, -0.212, -0.692, 0.145, 0.322, 0.348, 0.502, 0.382, 0.381, 0.366, 0.322, 0.005, 0.236, 0.344, 0.252, -0.030, 0.036, 0.510, 0.033, 0.138, 0.347, 0.336, 0.254, -0.099, 0.295, 0.247, 0.331, 0.318, 0.362, -0.072, 0.360, 0.430, 0.197, 0.134, 0.132, 0.287, 0.390, 0.084, 0.227, 0.194, 0.166, 0.319, 0.241, 0.228, 0.239, 0.231, 0.326, 0.147, 0.122, 0.338, 0.829, -0.758, 0.356, 0.945, -0.587, -0.937, 0.357, 0.860, -0.591, -0.555, -0.586, 0.427, 0.427, 0.352, 0.295]}

# 2
{"formula": "C16H25N3O3", "method": "ωB97M-V/def2-TZVPD", "smiles": "CCCC(=O)c1c[nH]c(C(=O)NCCCN2CCOCC2)c1", "e_above_lowest_kj_mol": 145.6, "homo_lumo_gap_ha": 0.3359, "lumo_energy_ha": 0.0189, "elements": ["C", "H", "C", "C", "C", "O", "C", "C", "N", "C", "C", "H", "C", "O", "N", "H", "C", "C", "H", "H", "C", "N", "C", "C", "O", "C", "H", "C", "H", "H", "H", "H", "H", "H", "H", "H", "H", "H", "H", "H", "H", "H", "H", "H", "H", "H", "H"], "xyz": [[-6.04423, -1.89520, -1.25983], [-6.44008, -1.04969, -0.70391], [-4.82363, -2.46399, -0.54713], [-3.70742, -1.42946, -0.42242], [-4.01144, -0.35607, 0.60663], [-4.98003, -0.39373, 1.33442], [-3.03271, 0.73214, 0.68315], [-3.11916, 1.80212, 1.56512], [-2.05746, 2.59324, 1.37705], [-1.26140, 2.08440, 0.38794], [-1.84468, 0.92043, -0.06192], [-1.47054, 0.26808, -0.82597], [-0.01747, 2.79758, 0.06620], [0.34238, 3.76387, 0.72043], [0.67028, 2.31286, -0.99337], [0.32814, 1.48551, -1.45437], [2.00414, 2.74953, -1.33066], [3.01678, 1.62390, -1.11371], [3.98622, 1.93332, -1.50475], [2.69038, 0.75319, -1.68802], [3.13258, 1.24570, 0.37780], [3.38804, -0.14756, 0.67000], [4.62295, -0.66832, 0.11542], [4.88033, -2.05040, 0.71944], [3.81144, -2.93010, 0.45769], [2.60905, -2.41422, 0.97756], [1.83181, -3.13996, 0.73138], [2.28846, -1.04493, 0.37466], [1.37540, -0.64845, 0.82486], [2.12606, -1.17397, -0.71098], [2.68626, -2.31421, 2.07027], [5.76808, -2.50802, 0.27983], [5.01860, -1.94651, 1.80582], [5.43989, 0.00601, 0.37868], [4.57967, -0.76375, -0.98346], [3.93464, 1.82732, 0.83987], [2.20190, 1.50573, 0.88878], [2.22838, 3.60170, -0.68567], [2.02537, 3.07767, -2.37562], [-1.82014, 3.44500, 1.86458], [-3.88146, 2.00537, 2.29029], [-3.53007, -0.94818, -1.38671], [-2.77617, -1.91393, -0.11526], [-5.11184, -2.79004, 0.45348], [-4.44953, -3.33181, -1.09523], [-6.82330, -2.64951, -1.33876], [-5.78447, -1.56269, -2.26361]], "atomic_forces_ev_per_a": [[0.1, -0.1, 0.1], [-0.1, 0.1, 0.0], [0.0, 0.2, -0.1], [-0.4, -0.4, 0.2], [0.2, -0.1, -0.2], [-0.1, 0.0, 0.0], [0.0, 0.5, 0.4], [-0.3, -0.4, -0.1], [0.2, 0.2, 0.0], [0.0, -0.2, -0.1], [0.1, 0.3, 0.1], [0.1, -0.1, -0.2], [0.0, -0.1, -0.2], [0.0, 0.1, 0.2], [0.0, -0.1, -0.1], [-0.1, 0.0, 0.1], [0.3, 0.0, -0.1], [-0.1, 0.1, 0.3], [0.0, 0.0, -0.1], [0.1, 0.0, -0.1], [0.0, 0.1, -0.2], [0.1, -0.1, 0.0], [0.0, -0.3, 0.2], [0.3, 0.3, -0.1], [0.0, -0.1, -0.1], [-0.4, 0.2, 0.0], [0.0, 0.1, 0.1], [0.1, -0.3, 0.2], [0.0, 0.0, 0.0], [0.0, 0.0, 0.0], [0.0, 0.0, -0.1], [0.0, 0.1, 0.1], [0.0, 0.0, -0.1], [0.1, 0.0, 0.0], [0.0, 0.0, 0.0], [-0.1, 0.1, 0.0], [0.1, 0.1, 0.0], [0.0, 0.0, -0.1], [0.0, 0.1, 0.1], [0.0, -0.1, 0.0], [-0.1, 0.1, 0.1], [0.1, 0.0, 0.0], [0.1, 0.1, 0.0], [0.0, -0.1, 0.0], [0.0, 0.0, 0.1], [-0.1, 0.0, -0.1], [0.0, 0.0, -0.1]], "nbo_charge": [-0.607, 0.219, -0.393, -0.507, 0.590, -0.558, -0.252, 0.034, -0.456, -0.005, -0.232, 0.218, 0.652, -0.641, -0.603, 0.392, -0.224, -0.434, 0.213, 0.194, -0.210, -0.443, -0.252, -0.071, -0.523, -0.070, 0.191, -0.253, 0.207, 0.159, 0.167, 0.192, 0.166, 0.205, 0.166, 0.200, 0.201, 0.234, 0.198, 0.442, 0.232, 0.217, 0.229, 0.217, 0.199, 0.210, 0.193]}

# 3
{"formula": "C4H32NO11S", "method": "ωB97M-V/def2-TZVPD", "e_above_lowest_kj_mol": 69.0, "total_charge": -1, "homo_lumo_gap_ha": 0.3142, "lumo_energy_ha": 0.0813, "elements": ["C", "C", "S", "C", "N", "C", "H", "H", "H", "H", "H", "H", "H", "H", "H", "H", "H", "H", "O", "H", "H", "O", "H", "H", "O", "H", "H", "O", "H", "H", "O", "H", "H", "O", "H", "H", "O", "H", "H", "O", "H", "H", "O", "H", "H", "O", "H", "H", "O"], "xyz": [[1.35204, -0.73810, -0.34311], [2.04882, 0.61995, -0.52234], [3.82072, 0.64369, -0.24784], [0.45789, -1.19104, -1.48914], [-0.62215, -2.08410, -1.04521], [-0.19912, -3.48290, -0.95953], [2.09648, -1.50309, -0.12964], [0.80972, -0.62847, 0.59312], [1.47227, 1.37216, 0.01744], [1.93889, 1.00150, -1.54229], [0.08657, -0.36822, -2.09576], [1.12197, -1.65563, -2.23083], [-0.79303, -1.73939, -0.11002], [0.86555, -3.61460, -0.74930], [-0.43247, -3.97946, -1.89964], [-0.78495, -3.97215, -0.18159], [-2.29696, 3.40277, -0.47006], [-3.40096, 2.69781, -1.24915], [-3.05724, 3.58434, -1.07228], [1.99246, 2.85062, 2.35430], [1.49417, 4.22901, 2.94798], [2.04604, 3.45766, 3.09971], [-1.06298, 1.70760, -4.54338], [0.01857, 0.80522, -5.02536], [-0.62315, 0.87985, -4.30801], [-3.84298, 0.05021, -1.61892], [-4.39683, 0.98146, -0.45816], [-4.58704, 0.58000, -1.32024], [-3.75793, 1.34591, 1.71801], [-2.47865, 1.14942, 0.84205], [-3.29163, 0.70059, 1.18020], [0.15393, -1.62634, 3.28332], [-0.80459, -2.38775, 2.35723], [-0.27351, -2.48362, 3.15567], [1.12191, 0.63948, 2.59825], [-0.88134, 0.17071, 2.51381], [-0.21652, 0.61947, 1.98702], [2.86059, -3.82269, 0.39783], [2.29940, -3.74980, 1.83628], [2.56215, -4.36468, 1.13306], [3.81422, 0.39772, 1.07682], [2.19632, 1.23591, 3.67883], [2.01362, 0.49546, 3.10361], [-1.16347, 1.54406, -0.52701], [-0.66410, 1.37490, 1.17872], [-1.07093, 2.08617, 0.26512], [-1.74251, -0.48577, -3.61312], [-2.00296, -1.65816, -2.65189], [-2.45678, -1.02810, -3.23132]], "atomic_forces_ev_per_a": [[0.4, 0.3, 0.5], [-0.8, 0.1, -0.8], [0.2, 0.1, 0.3], [0.7, 0.1, -0.6], [0.6, 0.3, -0.2], [-0.3, 0.1, 0.0], [0.2, -0.1, -0.2], [-0.4, -0.1, -0.1], [0.4, 0.0, 0.5], [0.2, -0.3, -0.2], [-0.5, 0.5, 0.5], [-0.3, -0.6, 0.1], [-0.5, -0.1, 0.1], [-0.1, 0.0, 0.1], [0.1, -0.1, -0.1], [0.1, -0.1, 0.0], [-0.4, -0.1, -0.4], [-0.1, 0.1, -0.1], [0.4, -0.1, 0.3], [-0.3, 0.2, -0.2], [-0.1, -0.3, -0.4], [0.4, 0.1, 0.5], [-0.2, -0.1, 0.4], [0.1, -0.3, 0.2], [0.3, 0.5, -0.6], [0.3, 0.0, 0.2], [0.5, -0.8, -0.1], [-0.7, 0.6, -0.4], [0.2, 0.1, 0.1], [-0.2, 0.4, 0.3], [-0.1, -0.2, 0.0], [0.1, 0.0, -0.1], [0.1, 0.1, 0.1], [0.0, -0.1, 0.0], [0.6, 0.0, 0.8], [-0.2, 0.3, 0.0], [-0.2, 0.0, -0.1], [0.0, 0.2, 0.1], [0.0, -0.1, -0.3], [0.0, 0.0, 0.3], [-0.1, 0.0, -0.1], [-0.2, 0.3, 0.1], [0.0, -0.5, -0.7], [0.3, 0.0, -0.1], [0.1, -0.1, -0.3], [-0.3, -0.2, 0.2], [-0.4, -0.2, 0.2], [0.1, 0.1, 0.3], [0.1, 0.1, -0.2]], "nbo_charge": [-0.466, -0.533, -0.080, -0.231, -0.643, -0.411, 0.187, 0.253, 0.245, 0.212, 0.199, 0.180, 0.360, 0.175, 0.182, 0.199, 0.504, 0.470, -0.994, 0.493, 0.474, -0.968, 0.484, 0.473, -0.942, 0.492, 0.487, -0.993, 0.466, 0.503, -1.000, 0.490, 0.467, -0.956, 0.503, 0.466, -1.106, 0.467, 0.486, -0.950, 0.152, 0.468, -1.057, 0.445, 0.500, -1.131, 0.487, 0.489, -0.996]}

# 4
{"formula": "C7H11N", "method": "ωB97M-V/def2-TZVPD", "e_above_lowest_kj_mol": 704.7, "homo_lumo_gap_ha": 0.3541, "lumo_energy_ha": 0.0409, "elements": ["C", "C", "C", "C", "C", "C", "C", "H", "H", "H", "H", "H", "H", "H", "H", "H", "H", "H", "N"], "xyz": [[1.19624, 0.26120, 1.32593], [-0.37644, 1.44707, -0.08926], [-0.59649, 0.74438, -1.39221], [-0.68813, -0.69281, -0.86493], [0.32469, -1.38690, -0.14538], [-1.16095, 0.07006, 0.60857], [-0.02223, -0.77992, 1.17572], [2.25417, 0.00893, 1.34491], [1.10742, 0.74416, 2.39957], [1.49833, 0.69868, -0.74150], [-0.93836, 2.42126, 0.20937], [-1.42244, 0.77347, -2.07671], [0.20498, 0.98911, -2.19057], [-1.32819, -1.51154, -1.31668], [1.36920, -0.68946, -0.70280], [0.15271, -2.52015, -0.52003], [-2.26673, -0.21983, 0.87777], [-0.32353, -1.44222, 1.86890], [1.01574, 1.08450, 0.22934]], "atomic_forces_ev_per_a": [[-1.1, -0.1, 4.2], [-2.4, -2.2, 2.0], [1.7, -0.9, -3.7], [-4.9, 1.8, 0.2], [4.1, -1.9, -3.2], [-0.8, -1.5, -2.6], [3.0, 2.0, -1.8], [-0.2, -1.2, -0.2], [-0.2, -0.1, -2.2], [-1.4, 1.7, 3.6], [1.9, -1.4, -0.6], [-1.3, 1.1, 0.5], [-0.3, -0.4, 1.1], [-0.1, 2.0, -0.3], [-1.9, -4.0, 1.6], [1.5, 2.2, 1.9], [2.2, 1.5, -0.1], [-0.4, -2.0, 3.0], [0.7, 3.3, -3.7]], "nbo_charge": [-0.218, -0.048, -0.441, -0.222, -0.366, -0.237, -0.298, 0.224, 0.194, 0.384, 0.226, 0.241, 0.173, 0.209, 0.131, 0.230, 0.238, 0.220, -0.637]}

Largest force on an atom values, unit Eh/bohr, following the record order: 0.19883 0.01204 0.02143 0.10842.